C25H49NO5 | the ωB97M-V functional and the def2-TZVPD basis

Element x y z (Å)
C: -1.55470 -1.80698 -6.21193
C: -2.75201 -2.38392 -5.43985
C: -2.41932 -2.33549 -3.92415
O: -1.08696 -2.75755 -3.74007
C: -0.49929 -2.27018 -2.51104
C: -0.04541 -0.79329 -2.79200
C: 1.39664 -0.42208 -2.35919
C: 1.70741 1.09388 -2.66893
C: 2.44687 1.85878 -1.51337
C: 1.60673 2.03058 -0.23467
C: 2.18577 3.13077 0.69759
C: 1.11351 3.66673 1.70382
C: 1.29042 3.08548 3.12097
C: 0.59283 4.02586 4.13748
C: 1.57423 4.89703 4.95171
O: 1.62773 4.35633 6.27816
C: 2.84754 4.74933 6.88487
C: 0.69652 -3.23040 -2.26231
C: 1.04696 -3.46988 -0.76905
C: 0.63163 -4.90291 -0.33171
C: 2.60462 -3.45941 -0.68115
N: 0.57269 -2.41205 0.13781
O: 1.01551 -2.57676 1.32441
C: -0.89046 -2.20377 0.07745
C: -1.15185 -0.73809 0.52796
C: -1.69818 -3.07045 1.06385
C: -1.48995 -2.31580 -1.32967
H: -1.28680 -0.81811 -5.83281
H: -0.68547 -2.46109 -6.19714
H: -1.80704 -1.66656 -7.27097
H: -2.91955 -3.42092 -5.73527
H: -3.63007 -1.75748 -5.60594
H: -2.60435 -1.30376 -3.60160
H: -3.11041 -2.98517 -3.37263
H: -0.07063 -0.65376 -3.87887
H: -0.74011 -0.04806 -2.39193
H: 1.61736 -0.56374 -1.30158
H: 2.11560 -0.97860 -2.96760
H: 2.24975 1.20341 -3.61101
H: 0.72444 1.57074 -2.77408
H: 3.36577 1.29007 -1.34125
H: 2.65587 2.84843 -1.93560
H: 1.66305 1.08507 0.31423
H: 0.55395 2.16358 -0.49424
H: 2.94194 2.64148 1.32008
H: 2.61304 3.94306 0.10425
H: 0.13033 3.35180 1.34665
H: 1.14652 4.75979 1.68800
H: 2.37201 3.07433 3.32706
H: 0.87716 2.08653 3.22204
H: -0.06506 4.69185 3.57250
H: -0.04706 3.48725 4.83349
H: 2.55952 4.83417 4.47276
H: 1.22172 5.93457 5.02305
H: 2.80859 5.83717 7.04115
H: 3.70761 4.48986 6.25772
H: 2.89405 4.21543 7.83539
H: 1.55460 -2.97100 -2.87981
H: 0.34866 -4.19401 -2.64587
H: 1.50791 -5.55817 -0.35331
H: -0.11317 -5.36027 -0.98591
H: 0.28198 -4.92842 0.70047
H: 2.94164 -3.93542 0.23963
H: 2.96497 -4.06412 -1.51819
H: 2.99515 -2.44210 -0.73241
H: -2.20145 -0.62933 0.78923
H: -0.58393 -0.58645 1.44644
H: -0.84158 -0.04479 -0.24679
H: -2.73187 -2.72221 0.99106
H: -1.73172 -4.11628 0.73885
H: -1.34683 -2.98821 2.08862
H: -2.25480 -1.53981 -1.38019
H: -2.04011 -3.26713 -1.39236
C: -4.97826 1.35099 3.09010
C: -3.80337 1.78067 2.19155
O: -2.77156 1.06700 2.25056
O: -4.00376 2.79982 1.49840
H: -4.73213 0.45712 3.66562
H: -5.22557 2.15584 3.78581
H: -5.85607 1.13918 2.47567

Values from the calculation:
Calculated total energy in eV: -38445.8004
Expectation value of S²: 0.7539
Total charge: -1
Highest occupied orbital energy (spin up / spin down) in eV: -4.2 / -4.2
HOMO-LUMO gap (spin up / spin down) in Ha: 0.24668 / 0.24378
Multiplicity: 2

---

C3H5O2S2 | the ωB97M-V functional and the def2-TZVPD basis

Element x y z (Å)
C: 1.58999 -1.43631 0.00851
C: 0.07411 1.38947 -0.68425
C: 0.36091 -0.74679 0.86057
O: 2.18550 -2.08448 0.87560
O: 1.72602 -1.12796 -1.15590
S: -3.19539 -0.24279 0.78198
S: 0.28389 0.83868 1.05414
H: 0.48792 2.41154 -0.68656
H: -0.98424 1.40448 -0.97516
H: 0.65761 0.69913 -1.32786
H: 0.06701 -1.44928 1.63477
H: -3.25332 0.34431 -0.38584

Values from the calculation:
Calculated total energy in eV: -28956.6164
Total charge: -1
Relative energy (zero: lowest compared OMol25 entry of this formula, charge and spin) in eV: 2.796
Highest occupied orbital energy (spin up / spin down) in eV: -3.3 / -3.3
HOMO-LUMO gap (spin up / spin down) in Ha: 0.18996 / 0.19004

---

C37H32F6N4O7PReS2 | the ωB97M-V functional and the def2-TZVPD basis

Element x y z (Å)
Re: 1.24899 0.59001 0.68240
C: 5.10715 0.43447 -1.16040
C: 3.77465 1.01926 -0.83318
O: 3.11582 0.36249 0.07134
C: 3.30967 2.17725 -1.42125
C: 2.09588 2.83539 -1.13160
C: 1.79524 4.11933 -1.83859
N: 1.20381 2.37129 -0.26208
N: 0.05763 3.15053 -0.08916
C: -0.77214 2.56338 0.70597
O: -0.49964 1.38426 1.24962
C: -2.05076 3.19947 1.06264
C: -2.90177 2.59434 1.98149
C: -4.11252 3.18858 2.30178
C: -4.47691 4.38632 1.70545
C: -3.62797 4.99411 0.78763
C: -2.41897 4.40507 0.46542
H: 5.78466 0.60143 -0.32053
H: 5.53531 0.87997 -2.05424
H: 5.00291 -0.64382 -1.28047
H: 3.94483 2.64292 -2.15865
H: 2.61383 4.39058 -2.49812
H: 1.61667 4.91680 -1.11790
H: 0.87505 4.01735 -2.41477
H: -2.61338 1.66207 2.44748
H: -4.77069 2.71668 3.01906
H: -5.42162 4.85025 1.95651
H: -3.91209 5.92936 0.32399
H: -1.75328 4.86589 -0.25111
C: 2.86976 2.44084 4.91062
C: 2.83955 3.23169 3.77232
C: 2.42869 2.67279 2.58095
N: 2.05977 1.38355 2.48549
C: 2.09147 0.61625 3.58881
C: 2.49051 1.11253 4.81304
H: 3.18480 2.85473 5.85888
H: 3.12852 4.27208 3.79911
H: 2.38660 3.25275 1.67065
H: 1.79821 -0.41499 3.46581
H: 2.50314 0.45636 5.67098
O: 0.27445 -0.24068 -0.89183
P: -1.08874 -0.94797 -1.05988
C: -0.98875 -1.84986 -2.59509
C: -2.11491 -2.50665 -3.09014
C: -2.03454 -3.19291 -4.28813
C: -0.83887 -3.21515 -4.99580
C: 0.27511 -2.54847 -4.51139
C: 0.20466 -1.86400 -3.30784
C: -2.33302 0.33371 -1.21504
C: -1.98967 1.48225 -1.92966
C: -2.92742 2.48073 -2.12152
C: -4.21186 2.33403 -1.61140
C: -4.55964 1.18757 -0.91386
C: -3.62258 0.18370 -0.71464
C: -1.58295 -2.03178 0.27694
C: -1.63678 -3.41076 0.08796
C: -2.01580 -4.23644 1.13537
C: -2.32930 -3.69324 2.37165
C: -2.27200 -2.31862 2.56623
C: -1.90421 -1.48700 1.52286
H: -3.05143 -2.48263 -2.54415
H: -2.90249 -3.71240 -4.67101
H: -0.77819 -3.75837 -5.92944
H: 1.20550 -2.57160 -5.06298
H: 1.07483 -1.36048 -2.91068
H: -0.98602 1.59616 -2.32234
H: -2.65857 3.37577 -2.66677
H: -4.94348 3.11713 -1.76020
H: -5.55948 1.07489 -0.51670
H: -3.89466 -0.70308 -0.15571
H: -1.35885 -3.84444 -0.86092
H: -2.05237 -5.30678 0.98347
H: -2.61709 -4.34235 3.18822
H: -2.52129 -1.89503 3.53036
H: -1.86980 -0.41459 1.67056
F: 0.66370 -4.13324 2.49441
C: 1.90047 -3.65763 2.49893
F: 2.77329 -4.63862 2.55035
F: 2.05823 -2.88713 3.58529
S: 2.19813 -2.58815 0.99840
O: 1.45504 -1.37616 1.47111
O: 3.61347 -2.45993 0.89103
N: 1.42442 -3.09543 -0.23120
S: 1.76620 -4.48917 -0.96709
O: 2.13829 -5.50420 -0.03599
O: 0.75301 -4.71398 -1.94465
C: 3.30609 -4.11136 -1.94865
F: 4.38872 -4.35850 -1.23101
F: 3.31643 -4.87249 -3.03482
F: 3.32336 -2.82824 -2.32805

Values from the calculation:
Calculated total energy in eV: -108572.6825
Expectation value of S²: 3.7671
Total charge: +1
Relative energy (zero: lowest compared OMol25 entry of this formula, charge and spin) in eV: 0.000
Highest occupied orbital energy (spin up / spin down) in eV: -10.8 / -11.1
HOMO-LUMO gap (spin up / spin down) in Ha: 0.29327 / 0.25736
Multiplicity: 4

---

C3H8N3P | the ωB97M-V functional and the def2-TZVPD basis

Element x y z (Å)
C: -0.30358 -2.00950 -0.46885
C: -0.32701 -0.68502 0.35628
N: -1.68362 -0.52492 0.85174
P: -2.70151 0.24912 -0.03014
N: -1.02878 0.86480 -1.19302
N: -0.04545 0.59893 -0.31742
C: 0.37895 1.52171 0.60048
H: -0.80823 -1.71137 -1.39424
H: -0.73510 -2.70765 0.18477
H: 0.64690 -2.35468 -0.76213
H: 0.43895 -0.83786 1.24606
H: -1.01703 1.89733 -1.35441
H: 0.15918 2.51743 0.30399
H: -0.09176 1.40542 1.46155
H: 1.45906 1.50670 0.82448

Values from the calculation:
Calculated total energy in eV: -16996.6450
Total charge: 0
Relative energy (zero: lowest compared OMol25 entry of this formula, charge and spin) in eV: 1.439
SMILES: C[C@@H]1N=PNN1C
Highest occupied orbital energy in eV: -7.6
HOMO-LUMO gap in Ha: 0.27253

---

C28H26GeMoN2O2S5 | the ωB97M-V functional and the def2-TZVPD basis

Element x y z (Å)
Mo: 1.44450 0.17777 0.26614
C: 1.55354 -4.01077 0.79519
C: 1.14242 -2.82885 -0.00633
O: 1.57296 -1.65663 0.47114
C: 0.38550 -2.83727 -1.12574
C: -0.01922 -1.67532 -1.84935
C: -0.86933 -1.85473 -3.06211
N: 0.32451 -0.46057 -1.45444
N: -0.20350 0.55073 -2.24806
C: 0.11306 1.70217 -1.76903
O: 0.88722 1.73997 -0.67966
C: -0.31773 2.97312 -2.34221
C: -1.15189 2.96977 -3.46167
C: -1.57179 4.16744 -4.01011
C: -1.16104 5.36965 -3.44514
C: -0.33214 5.37397 -2.33128
C: 0.09051 4.17840 -1.77616
H: 2.64156 -4.06331 0.85491
H: 1.17713 -4.93217 0.35943
H: 1.16499 -3.91519 1.81074
H: 0.04991 -3.79226 -1.50185
H: -1.04970 -2.90841 -3.25284
H: -0.39183 -1.39515 -3.92759
H: -1.81939 -1.33585 -2.92911
H: -1.46463 2.02755 -3.89043
H: -2.21492 4.16899 -4.87937
H: -1.48664 6.30633 -3.87766
H: -0.01473 6.31218 -1.89658
H: 0.72825 4.17867 -0.90237
Ge: -0.99999 0.27190 1.52868
C: -1.98073 1.69210 0.71234
C: -2.90016 1.37965 -0.29178
C: -3.64653 2.38073 -0.89277
C: -3.47105 3.70140 -0.50247
C: -2.55657 4.02125 0.49361
C: -1.81132 3.02243 1.09826
C: -0.82490 0.21825 3.43992
C: -1.34076 1.22392 4.25560
C: -1.25795 1.11275 5.63616
C: -0.65634 0.00139 6.21002
C: -0.13805 -1.00666 5.40565
C: -0.22321 -0.89719 4.02810
H: -1.31328 -1.12397 0.95473
H: -3.03906 0.35172 -0.60818
H: -4.36393 2.13046 -1.66277
H: -4.05033 4.48420 -0.97377
H: -2.42408 5.05083 0.79821
H: -1.09667 3.28894 1.87028
H: -1.82793 2.08990 3.82251
H: -1.67335 1.88957 6.26370
H: -0.59860 -0.08478 7.28682
H: 0.31853 -1.87945 5.85303
H: 0.17551 -1.69526 3.40809
C: 4.68911 -0.48081 -0.34229
S: 3.73520 1.06989 -0.37680
C: 4.34620 1.86049 1.07564
C: 3.57834 1.88895 2.23575
S: 2.02213 1.18963 2.41661
S: 4.29347 2.72051 3.55059
C: 5.77324 3.18086 2.74620
S: 6.95689 4.05098 3.43245
S: 5.83510 2.65502 1.08911
H: 4.30363 -1.08191 -1.16445
H: 4.55084 -0.99392 0.60585
H: 5.73731 -0.25553 -0.52374

Values from the calculation:
Calculated total energy in eV: -149065.7062
Expectation value of S²: 2.0634
Total charge: +2
Relative energy (zero: lowest compared OMol25 entry of this formula, charge and spin) in eV: 0.000
Highest occupied orbital energy (spin up / spin down) in eV: -13.5 / -13.5
HOMO-LUMO gap (spin up / spin down) in Ha: 0.23291 / 0.15888
Multiplicity: 3

---

C5H11NO | the ωB97M-V functional and the def2-TZVPD basis

Element x y z (Å)
C: 0.08679 0.40309 1.37765
C: -0.24896 -0.15293 -0.04077
C: 0.31111 -1.58497 -0.19109
C: -1.76989 -0.18888 -0.13736
N: 0.03033 0.70333 -1.21472
C: 1.05671 1.41819 -1.32887
O: 2.12845 1.41106 -0.51178
H: -0.64171 -0.03064 2.07330
H: 1.07166 0.13961 1.79439
H: -0.02677 1.49089 1.43101
H: 0.34410 -1.87943 -1.24369
H: 1.31338 -1.73736 0.23513
H: -0.35879 -2.27755 0.33199
H: -2.19798 -0.81023 0.65047
H: -2.13887 0.83963 -0.05312
H: -2.04498 -0.56158 -1.12732
H: 1.13899 2.13393 -2.14851
H: 1.94642 0.68384 0.10326

Values from the calculation:
Calculated total energy in eV: -8900.4748
Total charge: 0
Relative energy (zero: lowest compared OMol25 entry of this formula, charge and spin) in eV: 1.223
SMILES: CC(C)(C)/N=C\O
Highest occupied orbital energy in eV: -9.6
HOMO-LUMO gap in Ha: 0.38465

---

C20H58N10O16PZn2 | the ωB97M-V functional and the def2-TZVPD basis

Element x y z (Å)
Zn: 10.66623 -28.55573 -3.94552
Zn: 5.98239 -30.52019 -4.45034
P: 8.33643 -29.53878 -3.93505
O: 6.91840 -29.11133 -3.50867
O: 7.89479 -30.80138 -4.67666
O: 9.46010 -29.62297 -2.87614
O: 9.01202 -28.49522 -4.82224
C: 6.58118 -29.54223 -7.40732
O: 5.84483 -29.89240 -6.45888
N: 7.81144 -29.12144 -7.31891
N: 6.10274 -29.48606 -8.58900
H: 8.31311 -28.95885 -6.45753
H: 8.21447 -28.82976 -8.19788
H: 5.21272 -29.95426 -8.68265
H: 6.66549 -29.32681 -9.41244
C: 9.66607 -30.26162 0.51383
O: 10.01144 -30.49954 1.69044
N: 9.08248 -29.18553 -0.00910
N: 10.03593 -30.97199 -0.55460
H: 9.01185 -29.03735 -1.00567
H: 8.60829 -28.56100 0.62747
H: 9.67192 -30.64659 -1.43874
H: 10.74465 -31.68967 -0.50236
C: 6.79681 -25.74411 -5.58564
O: 6.13965 -24.87565 -6.08622
N: 7.96755 -26.12736 -5.98285
N: 6.41610 -26.40068 -4.55404
H: 8.42309 -26.87058 -5.47277
H: 8.20523 -25.84656 -6.92347
H: 6.98204 -27.19964 -4.30607
H: 5.41296 -26.37447 -4.43943
C: 9.92211 -25.63117 -2.73247
O: 10.23285 -26.80755 -2.75050
N: 8.73254 -25.19106 -2.95916
N: 10.82028 -24.68250 -2.73073
H: 8.57177 -24.20361 -2.82063
H: 8.00285 -25.85924 -3.16214
H: 11.78907 -24.93979 -2.85457
H: 10.41182 -23.78310 -2.94129
C: 14.75393 -33.09775 -5.45952
O: 14.11189 -31.90858 -5.13158
C: 13.63820 -31.16180 -6.26048
C: 12.87923 -29.94355 -5.76566
N: 11.60864 -30.22866 -4.97866
C: 11.75690 -31.02706 -3.78505
C: 12.61782 -30.29783 -2.71568
O: 12.19838 -28.95919 -2.46830
C: 12.70025 -28.35459 -1.23734
H: 15.01442 -33.78653 -4.65590
H: 15.66938 -33.09310 -6.05115
H: 13.98099 -33.64007 -6.00407
H: 13.05537 -31.86338 -6.85730
H: 14.35974 -30.88630 -7.02963
H: 12.54311 -29.36061 -6.62317
H: 13.42330 -29.19184 -5.19380
H: 11.10079 -30.81204 -5.62816
H: 12.14776 -32.02564 -3.98047
H: 10.83358 -31.43038 -3.36922
H: 13.66219 -30.30468 -3.02766
H: 12.55125 -30.90243 -1.81117
H: 13.70023 -28.74353 -1.04533
H: 12.02483 -28.77304 -0.49114
H: 12.67166 -27.26634 -1.29199
C: 0.32681 -31.22937 -5.61993
O: 1.60489 -31.77745 -5.58775
C: 2.60934 -30.86165 -6.04173
C: 2.89670 -29.66428 -5.05552
N: 3.94028 -29.98711 -4.04981
C: 3.49724 -31.09704 -3.17496
C: 4.58290 -31.34711 -2.12473
O: 5.89110 -31.45135 -2.68878
C: 6.85354 -31.88395 -1.78457
H: -0.22624 -32.07937 -5.22026
H: 0.01386 -31.05427 -6.64925
H: 0.18694 -30.40550 -4.92010
H: 2.28460 -30.42815 -6.98762
H: 3.49600 -31.45561 -6.26337
H: 1.95248 -29.30757 -4.64405
H: 3.39185 -28.90432 -5.66000
H: 3.72802 -29.23400 -3.41117
H: 3.32761 -31.98478 -3.78426
H: 2.60214 -30.80205 -2.62734
H: 4.46296 -32.23817 -1.50852
H: 4.64044 -30.52361 -1.41295
H: 7.02266 -31.29131 -0.88554
H: 7.73765 -31.75660 -2.40925
H: 6.83008 -32.94767 -1.54779
C: 9.08615 -33.02472 -6.51067
C: 9.59412 -33.72781 -5.20998
O: 8.93707 -33.24467 -4.04528
O: 9.50690 -31.66035 -6.50810
H: 8.00665 -32.93785 -6.63412
H: 9.40353 -33.41853 -7.47621
H: 10.66827 -33.61455 -5.06345
H: 9.37515 -34.79331 -5.27976
H: 8.65943 -32.33121 -4.14587
H: 8.88010 -31.24296 -5.91268
C: 5.37132 -26.32022 -0.36341
C: 5.44949 -27.76764 -0.84992
O: 5.23153 -27.78431 -2.21474
O: 4.04016 -25.83077 -0.03421
H: 5.94077 -25.60258 -0.95400
H: 5.97667 -26.29074 0.54257
H: 4.86827 -28.43408 -0.21262
H: 6.49197 -28.08236 -0.80211
H: 5.95014 -28.19496 -2.70113
H: 3.85879 -25.22615 -0.75750

Values from the calculation:
Calculated total energy in eV: -175469.1442
Expectation value of S²: 0.7509
Total charge: 0
Highest occupied orbital energy (spin up / spin down) in eV: -2.7 / -9.1
HOMO-LUMO gap (spin up / spin down) in Ha: 0.09470 / 0.32887
Multiplicity: 2

---

C11H11F3OS2 | the ωB97M-V functional and the def2-TZVPD basis

Element x y z (Å)
F: 2.27308 -2.02161 0.57293
C: 1.73718 -0.78442 0.85796
F: 2.30368 -0.36577 2.02553
F: 2.17080 0.06386 -0.12155
C: 0.24562 -0.86575 0.91804
C: -0.53963 0.35163 1.24469
O: 0.02959 1.32039 1.81248
C: -1.95882 0.22583 0.93238
C: -2.54391 -1.01462 0.73696
C: -1.75236 -2.17977 0.68623
C: -0.35198 -2.08922 0.75739
H: -2.56694 1.12627 0.93824
H: -3.63374 -1.10212 0.62096
H: -2.18576 -3.17278 0.56511
H: 0.27463 -2.98093 0.66759
C: -0.29614 5.42696 5.52348
C: -1.06755 4.13119 5.70575
S: -0.49361 2.76297 4.63778
C: -0.47533 3.44778 3.10078
S: 0.05834 5.00693 2.77669
C: -0.56297 6.02966 4.15778
H: -0.63198 6.14083 6.28284
H: 0.77624 5.25767 5.66458
H: -0.91750 3.74456 6.72103
H: -2.14267 4.26446 5.51973
H: -0.73610 2.84571 2.22726
H: -1.63262 6.21846 3.98565
H: -0.00296 6.96595 4.03927

Values from the calculation:
Calculated total energy in eV: -43452.9750
Total charge: 0
Relative energy (zero: lowest compared OMol25 entry of this formula, charge and spin) in eV: 0.000
Highest occupied orbital energy in eV: -6.3
HOMO-LUMO gap in Ha: 0.13012